# 1
{
  "formula": "C7H10N4",
  "method": "the ωB97M-V functional and the def2-TZVPD basis",
  "species": ["C", "C", "C", "C", "C", "C", "C", "N", "N", "N", "N", "H", "H", "H", "H", "H", "H", "H", "H", "H", "H"],
  "xyz": [[2.564, -0.029, -0.206], [2.141, 1.150, 0.450], [1.644, -0.885, -0.670], [-0.178, 1.875, -0.200], [0.874, 1.383, 0.368], [-1.837, 0.220, -0.127], [-0.902, -0.863, -0.837], [-1.395, 1.386, -0.070], [0.225, -1.067, 1.197], [-3.044, -0.201, 0.246], [0.352, -0.842, -0.184], [3.684, -0.073, -0.449], [2.669, 1.780, 1.127], [1.953, -1.640, -1.430], [0.063, 2.872, -0.460], [-1.278, -1.858, -0.781], [-0.878, -0.644, -1.980], [-0.726, -0.868, 1.554], [1.072, -1.135, 1.818], [-3.348, -1.120, 0.021], [-3.656, 0.560, 0.614]],
  "atomic_forces_ev_per_a": [[3.21, 0.02, -0.75], [-0.28, -0.25, 0.78], [1.35, -1.18, -1.45], [-2.11, 0.48, 0.95], [1.48, -0.62, 0.48], [-0.35, -3.16, -1.51], [-0.92, 0.78, -2.56], [-0.68, 2.30, -0.17], [-0.34, -0.38, -0.70], [0.82, 2.57, 0.62], [0.65, 0.55, 3.43], [-1.83, -0.48, 0.33], [1.15, 0.35, 0.30], [-0.75, 0.51, 0.51], [-0.68, 1.40, -1.28], [-0.75, -0.81, 0.38], [0.47, -0.06, 2.06], [1.20, -0.21, 0.11], [-1.25, 0.10, -1.17], [-0.57, -0.57, 0.01], [0.19, -1.35, -0.36]],
  "charge": 2,
  "e_above_lowest_kj_mol": 572.0,
  "max_force_ha_per_bohr": 0.06880,
  "lumo_energy_ev": [-10.9, -10.6],
  "multiplicity": 1
}

# 2
{
  "formula": "C7H10N4OPS",
  "method": "the ωB97M-V functional and the def2-TZVPD basis",
  "species": ["C", "C", "C", "C", "C", "C", "C", "N", "N", "N", "N", "O", "P", "S", "H", "H", "H", "H", "H", "H", "H", "H", "H", "H"],
  "xyz": [[-2.291, 2.395, 0.616], [-1.493, 1.217, 0.791], [-1.402, 0.364, -0.399], [-0.819, 1.087, 1.987], [-0.514, -1.384, -1.758], [-1.941, -1.128, -2.345], [2.079, 0.667, 0.208], [-2.739, 3.461, 0.607], [0.412, -0.342, 2.088], [-0.503, -0.614, -0.558], [-0.823, 2.000, 2.918], [1.565, -2.030, 0.527], [0.925, -0.663, 0.578], [-2.588, 0.409, -1.600], [-0.418, -2.504, -1.518], [0.348, -1.037, -2.467], [-1.791, -0.854, -3.386], [-2.635, -1.946, -2.286], [3.033, 0.111, -0.185], [1.828, 1.458, -0.494], [2.188, 1.058, 1.217], [-0.170, -1.196, 2.295], [-1.189, 2.876, 2.770], [-0.184, 1.957, 3.704]],
  "atomic_forces_ev_per_a": [[0.11, 0.90, 0.48], [0.02, -0.59, -1.24], [0.41, -1.21, 1.28], [2.59, -2.61, -1.53], [-0.01, -1.52, -1.45], [1.40, 0.91, -1.20], [1.08, -1.25, -0.79], [0.01, -0.79, -0.08], [-4.93, 2.62, 1.30], [1.23, 1.75, 2.98], [2.07, -2.57, 1.60], [-1.63, 2.33, -0.13], [2.31, -2.74, -2.63], [-0.27, -0.12, -0.22], [0.23, 1.79, -0.37], [-1.60, -0.72, 1.20], [-0.32, -0.34, -0.21], [-0.26, -0.22, 0.37], [-1.69, 1.15, 0.98], [-0.29, -0.06, 0.02], [0.71, 0.35, -0.10], [0.37, 1.04, 0.49], [-1.39, 2.30, -0.72], [-0.16, -0.41, -0.04]],
  "charge": 1,
  "e_above_lowest_kj_mol": 159.4,
  "max_force_ha_per_bohr": 0.11144,
  "lumo_energy_ev": -5.0,
  "multiplicity": 1
}

# 3
{
  "formula": "C7H10NO3",
  "method": "the ωB97M-V functional and the def2-TZVPD basis",
  "species": ["C", "C", "C", "C", "C", "C", "C", "N", "O", "O", "O", "H", "H", "H", "H", "H", "H", "H", "H", "H", "H"],
  "xyz": [[0.628, -0.378, 0.095], [1.343, -2.813, 1.127], [2.184, -0.286, 2.025], [-0.468, 1.836, -0.697], [-1.776, -0.105, 0.239], [-0.679, -0.295, -1.998], [-0.553, 0.303, -0.591], [1.105, 0.228, 1.131], [1.977, -3.427, 0.371], [2.558, 0.559, 2.826], [2.551, -1.451, 1.860], [0.504, 2.134, -1.089], [-1.239, 2.213, -1.370], [-0.609, 2.311, 0.274], [-1.702, 0.294, 1.251], [-1.819, -1.190, 0.308], [-2.699, 0.260, -0.213], [0.115, 0.082, -2.640], [-1.641, -0.050, -2.450], [-0.582, -1.377, -1.934], [0.802, 1.152, 1.476]],
  "atomic_forces_ev_per_a": [[0.10, -0.10, -0.26], [-0.26, -1.95, -1.25], [0.07, 0.13, -0.03], [0.07, -0.29, 0.13], [0.10, -0.01, -0.01], [0.00, 0.06, 0.26], [0.00, 0.16, -0.03], [-0.26, 0.33, -0.02], [-0.63, 0.69, 0.90], [0.09, 0.78, 0.59], [0.82, 0.33, -0.01], [0.05, 0.06, -0.04], [-0.08, 0.04, -0.01], [0.02, 0.10, 0.05], [-0.03, 0.01, 0.07], [-0.07, -0.11, 0.06], [-0.07, 0.03, -0.09], [0.10, -0.02, -0.10], [-0.12, 0.11, -0.08], [0.03, -0.08, -0.03], [0.06, -0.27, -0.11]],
  "charge": -1,
  "e_above_lowest_kj_mol": 150.3,
  "max_force_ha_per_bohr": 0.04537,
  "lumo_energy_ev": 3.3,
  "multiplicity": 1
}

# 4
{
  "formula": "C7H10NO3P",
  "method": "the ωB97M-V functional and the def2-TZVPD basis",
  "species": ["O", "C", "O", "C", "C", "O", "N", "C", "C", "C", "C", "P", "H", "H", "H", "H", "H", "H", "H", "H", "H", "H"],
  "xyz": [[-2.370, -1.890, -1.536], [-1.910, -1.194, -0.602], [-2.717, -0.422, 0.073], [-0.391, -0.865, -0.386], [0.432, -1.992, -0.814], [0.183, -3.145, -0.138], [-0.201, -0.408, 0.998], [0.305, 0.848, 1.144], [1.566, 1.276, 0.580], [1.577, 2.480, -0.028], [0.261, 2.999, -0.151], [-0.966, 2.197, 0.745], [-2.211, 0.140, 0.765], [-0.300, -0.080, -1.124], [1.478, -1.677, -0.473], [0.518, -2.038, -1.889], [-0.697, -3.401, -0.388], [0.351, -1.144, 1.382], [0.345, 0.883, 2.311], [2.308, 0.547, 0.903], [2.380, 2.913, -0.640], [0.060, 3.973, -0.733]],
  "atomic_forces_ev_per_a": [[1.75, 1.13, 2.69], [-0.51, -0.72, -3.24], [-0.08, 1.33, 2.08], [-3.13, 0.33, -0.01], [3.91, 1.54, 0.32], [-0.13, -1.35, 0.65], [-1.16, -3.44, -2.28], [-1.19, 3.48, 3.40], [1.36, -0.53, 0.56], [0.81, -1.30, -1.19], [-2.39, 2.18, -0.01], [1.23, 0.46, -0.93], [-0.90, -1.55, -1.40], [0.44, 0.72, 0.00], [-0.86, -0.47, -0.62], [-0.43, -0.46, -0.46], [-0.82, -0.61, -0.13], [0.45, -0.35, 1.02], [0.42, 0.86, -1.46], [0.91, 0.60, -0.87], [-0.04, -0.20, 0.82], [0.37, -1.64, 1.07]],
  "e_above_lowest_kj_mol": 101.0,
  "max_force_ha_per_bohr": 0.09746,
  "lumo_energy_ev": -0.7,
  "multiplicity": 1,
  "smiles": "O=C(O)[C@H](CO)N[C@H]1C=CC=P1"
}

# 5
{
  "formula": "C7H10NO6",
  "method": "the ωB97M-V functional and the def2-TZVPD basis",
  "species": ["C", "C", "C", "C", "C", "C", "C", "N", "O", "O", "O", "O", "O", "O", "H", "H", "H", "H", "H", "H", "H", "H", "H", "H"],
  "xyz": [[1.823, 0.096, 1.990], [1.867, -2.155, -0.941], [0.240, 1.083, 0.216], [-0.330, -0.476, -1.260], [1.432, 0.102, 0.470], [1.004, -1.295, -0.062], [-1.832, 0.032, 0.471], [-0.850, 0.504, -0.448], [2.947, 0.682, 2.140], [1.575, -3.284, -1.210], [1.093, -0.424, 2.842], [2.716, -1.482, -1.722], [2.574, 0.597, -0.198], [0.337, -2.039, 0.861], [-0.163, 1.464, 1.268], [0.897, 1.862, -0.382], [0.286, -0.123, -2.055], [-1.180, -1.174, -1.515], [-2.844, -0.357, -0.108], [-1.456, -0.876, 1.144], [-2.287, 0.758, 1.262], [2.980, -0.715, -1.192], [3.078, 0.655, 0.630], [0.492, -1.569, 1.821]],
  "atomic_forces_ev_per_a": [[1.84, 0.97, -0.59], [-1.26, 0.70, -1.38], [1.89, 2.90, 2.61], [0.24, -3.73, 0.75], [-0.66, -1.48, -0.03], [-1.96, 1.85, -0.89], [-3.90, -2.68, 2.18], [-0.32, 1.29, 0.35], [-1.07, -0.79, 0.70], [0.15, -0.96, 0.42], [-0.56, -0.37, 0.00], [0.84, -0.53, -0.03], [-0.76, -0.53, -1.23], [0.12, 0.53, 2.85], [1.15, -0.18, -2.32], [-2.07, -0.83, 0.97], [0.24, 0.29, -0.77], [1.47, 0.31, -0.21], [2.63, 0.84, 1.16], [-0.88, 1.86, -1.61], [1.28, -0.54, -1.76], [0.06, 1.09, -0.01], [1.82, 0.95, 0.99], [-0.28, -0.93, -2.14]],
  "charge": -1,
  "e_above_lowest_kj_mol": 165.0,
  "max_force_ha_per_bohr": 0.10139,
  "lumo_energy_ev": 3.5,
  "multiplicity": 1
}

# 6
{
  "formula": "C7H10O",
  "method": "the ωB97M-V functional and the def2-TZVPD basis",
  "species": ["C", "C", "C", "C", "C", "C", "C", "O", "H", "H", "H", "H", "H", "H", "H", "H", "H", "H"],
  "xyz": [[2.923, -0.086, -0.059], [1.575, -0.102, -0.026], [0.487, 0.435, 0.993], [-0.831, 0.121, 0.340], [-1.274, 1.226, -0.820], [-1.960, -0.975, 0.287], [-0.520, -1.165, -0.168], [0.766, -1.113, -0.932], [3.395, 0.767, 0.449], [3.496, -0.630, -0.922], [0.450, 1.565, 0.911], [0.659, -0.010, 1.865], [-1.996, 1.856, -0.634], [-1.656, 0.341, -1.496], [-0.270, 1.762, -1.191], [-2.825, -0.527, -0.198], [-2.271, -1.530, 1.145], [-0.149, -1.932, 0.456]],
  "atomic_forces_ev_per_a": [[-0.83, 0.23, -2.19], [-1.96, -2.75, -0.92], [-0.28, 4.22, -4.15], [-0.81, 1.87, 0.12], [6.48, -6.94, -1.68], [-0.24, 1.70, -0.50], [1.50, -1.67, -1.58], [0.71, 2.31, -0.13], [0.02, -0.74, 0.01], [-1.20, 0.99, 1.99], [1.07, -1.12, 1.23], [0.69, -1.28, 3.96], [-3.75, 3.24, 1.59], [0.78, 2.75, -0.12], [-2.48, -1.29, 0.40], [0.22, -0.43, -0.36], [0.29, -0.78, 0.32], [-0.22, -0.32, 2.01]],
  "e_above_lowest_kj_mol": 717.4,
  "max_force_ha_per_bohr": 0.18753,
  "lumo_energy_ev": 0.8,
  "multiplicity": 1,
  "smiles": "C=C1C[C@]2(C)C[C@H]2O1"
}

# 7
{
  "formula": "C7H10O",
  "method": "the ωB97M-V functional and the def2-TZVPD basis",
  "species": ["C", "C", "C", "O", "C", "C", "C", "C", "H", "H", "H", "H", "H", "H", "H", "H", "H", "H"],
  "xyz": [[-0.461, 1.668, 0.229], [1.060, 1.395, -0.242], [1.286, 0.016, 0.320], [1.914, -1.236, 0.032], [0.554, -1.016, -0.369], [-0.805, -0.931, 0.309], [-2.271, -0.685, -0.020], [-1.207, 0.408, -0.274], [-0.515, 1.724, 1.350], [-0.865, 2.567, -0.216], [1.132, 1.567, -1.307], [1.725, 2.150, 0.237], [1.134, 0.006, 1.429], [0.475, -0.941, -1.451], [-0.736, -0.956, 1.383], [-2.882, -0.709, 0.906], [-2.675, -1.040, -0.936], [-1.045, 0.390, -1.373]],
  "atomic_forces_ev_per_a": [[-0.05, -1.48, 0.69], [0.38, 1.51, 1.38], [0.17, 0.27, 0.82], [0.45, -0.67, -0.41], [-0.50, -0.15, -0.32], [-0.37, 0.05, 0.00], [0.82, 0.39, 0.82], [-0.58, 0.17, -0.05], [0.12, 0.16, -0.98], [0.11, 0.30, -0.02], [0.07, -0.49, -0.33], [-0.48, -0.34, -0.27], [-0.06, 0.39, -0.95], [0.20, -0.03, 0.06], [0.27, 0.27, 0.30], [0.23, 0.06, -0.99], [-0.71, -0.29, -0.39], [-0.07, -0.11, 0.64]],
  "e_above_lowest_kj_mol": 507.9,
  "max_force_ha_per_bohr": 0.04041,
  "lumo_energy_ev": 1.1,
  "multiplicity": 1,
  "smiles": "C1C[C@@H]2O[C@H]2[C@@H]2C[C@@H]12"
}

# 8
{
  "formula": "C7H10O",
  "method": "the ωB97M-V functional and the def2-TZVPD basis",
  "species": ["C", "C", "C", "O", "C", "C", "C", "C", "H", "H", "H", "H", "H", "H", "H", "H", "H", "H"],
  "xyz": [[-2.582, -0.551, -0.161], [-1.364, -0.495, -0.642], [-0.156, -0.177, 0.198], [-0.557, 0.146, 1.541], [0.491, 0.957, -0.479], [0.611, 2.196, -0.008], [0.838, -1.413, 0.302], [2.127, -1.292, -0.090], [-3.464, -0.671, -0.856], [-2.847, -0.377, 0.858], [-1.181, -0.533, -1.674], [0.304, 0.581, 1.953], [0.798, 0.873, -1.532], [0.151, 2.522, 0.990], [1.103, 3.007, -0.517], [0.351, -2.259, 0.814], [2.833, -2.059, -0.016], [2.545, -0.456, -0.682]],
  "atomic_forces_ev_per_a": [[-2.06, -0.04, -1.32], [0.15, 0.16, 1.51], [0.53, -1.50, 0.59], [2.78, 1.18, 0.51], [0.61, 2.09, -1.03], [-0.99, 0.37, 2.15], [0.25, 1.71, -0.42], [-1.79, 0.58, -0.52], [1.14, 0.01, 0.76], [0.19, -0.08, 0.59], [0.24, -0.36, -1.29], [-2.68, -1.40, -1.09], [0.06, -0.62, 0.53], [0.84, -0.74, -1.40], [0.00, -0.09, -0.44], [0.70, 0.28, -0.31], [0.75, -1.38, 0.45], [-0.73, -0.19, 0.73]],
  "e_above_lowest_kj_mol": 269.7,
  "max_force_ha_per_bohr": 0.06246,
  "lumo_energy_ev": 0.9,
  "multiplicity": 1,
  "smiles": "C=CC(O)(C=C)C=C"
}

# 9
{
  "formula": "C7H10O",
  "method": "the ωB97M-V functional and the def2-TZVPD basis",
  "species": ["C", "C", "C", "C", "C", "C", "C", "O", "H", "H", "H", "H", "H", "H", "H", "H", "H", "H"],
  "xyz": [[-0.885, -1.943, -0.915], [-1.428, -0.847, -0.839], [-2.219, 0.325, -0.459], [-1.269, 1.457, -0.816], [-3.445, 0.387, -0.147], [3.391, -0.570, 0.259], [1.851, -0.436, 0.359], [1.478, -1.549, 0.926], [-1.135, 1.215, -1.880], [-0.241, 1.500, -0.331], [-1.706, 2.555, -0.645], [-4.118, -0.492, -0.115], [-3.853, 1.414, -0.180], [-0.399, -2.796, -1.162], [3.901, 0.145, -0.308], [3.856, -0.450, 1.177], [3.513, -1.533, -0.259], [0.477, -1.703, 0.802]],
  "atomic_forces_ev_per_a": [[-2.01, 4.06, 0.13], [-0.55, -2.99, 1.47], [6.19, -0.25, -1.64], [-0.36, 2.88, 0.54], [-4.50, 0.44, 0.23], [-2.27, -0.88, -1.25], [1.04, 0.22, -0.31], [-1.68, -0.78, -0.38], [0.38, 0.94, 0.04], [-1.40, -0.75, -0.42], [0.60, -2.40, -0.62], [0.53, 0.76, 0.16], [-0.18, -0.78, 0.62], [1.19, -2.09, -0.55], [0.08, 1.46, -1.33], [0.78, -0.67, 2.25], [0.47, -0.02, 0.64], [1.68, 0.85, 0.42]],
  "e_above_lowest_kj_mol": 609.8,
  "max_force_ha_per_bohr": 0.12468,
  "lumo_energy_ev": 0.8,
  "multiplicity": 1
}

# 10
{
  "formula": "C7H10O",
  "method": "the ωB97M-V functional and the def2-TZVPD basis",
  "species": ["C", "C", "C", "C", "C", "C", "C", "O", "H", "H", "H", "H", "H", "H", "H", "H", "H", "H"],
  "xyz": [[-0.212, -0.271, -0.360], [-1.895, 1.746, -0.281], [-0.354, -1.683, 0.192], [-1.153, 0.675, 0.487], [0.925, 0.912, -0.116], [2.812, -0.804, 0.334], [1.758, -0.110, -0.001], [-1.417, 0.412, 1.636], [-0.506, -0.232, -1.411], [0.984, 1.606, -0.949], [-2.788, 1.296, -0.715], [-2.195, 2.542, 0.397], [-1.312, 2.173, -1.095], [-0.074, -1.697, 1.242], [-1.387, -2.017, 0.102], [0.254, -2.373, -0.390], [3.087, -1.708, -0.188], [3.474, -0.465, 1.117]],
  "atomic_forces_ev_per_a": [[-4.26, 2.37, 1.21], [0.44, 0.45, 0.14], [0.97, 0.16, -0.15], [-0.96, -2.13, -1.16], [0.70, -3.45, -1.28], [-0.15, -0.86, -0.39], [2.54, 3.12, 0.69], [0.27, 0.38, 0.25], [0.38, 0.05, 0.05], [0.23, 0.11, 0.28], [0.00, -0.11, 0.08], [-0.07, -0.01, 0.00], [0.04, -0.02, -0.06], [0.02, -0.18, -0.01], [-0.09, 0.31, -0.02], [0.19, -0.17, 0.19], [0.01, -0.07, -0.08], [-0.27, 0.03, 0.25]],
  "e_above_lowest_kj_mol": 436.7,
  "max_force_ha_per_bohr": 0.09765,
  "lumo_energy_ev": 0.6,
  "multiplicity": 1
}

Copy entry 3 word for word.
{
  "formula": "C7H10NO3",
  "method": "the ωB97M-V functional and the def2-TZVPD basis",
  "species": ["C", "C", "C", "C", "C", "C", "C", "N", "O", "O", "O", "H", "H", "H", "H", "H", "H", "H", "H", "H", "H"],
  "xyz": [[0.628, -0.378, 0.095], [1.343, -2.813, 1.127], [2.184, -0.286, 2.025], [-0.468, 1.836, -0.697], [-1.776, -0.105, 0.239], [-0.679, -0.295, -1.998], [-0.553, 0.303, -0.591], [1.105, 0.228, 1.131], [1.977, -3.427, 0.371], [2.558, 0.559, 2.826], [2.551, -1.451, 1.860], [0.504, 2.134, -1.089], [-1.239, 2.213, -1.370], [-0.609, 2.311, 0.274], [-1.702, 0.294, 1.251], [-1.819, -1.190, 0.308], [-2.699, 0.260, -0.213], [0.115, 0.082, -2.640], [-1.641, -0.050, -2.450], [-0.582, -1.377, -1.934], [0.802, 1.152, 1.476]],
  "atomic_forces_ev_per_a": [[0.10, -0.10, -0.26], [-0.26, -1.95, -1.25], [0.07, 0.13, -0.03], [0.07, -0.29, 0.13], [0.10, -0.01, -0.01], [0.00, 0.06, 0.26], [0.00, 0.16, -0.03], [-0.26, 0.33, -0.02], [-0.63, 0.69, 0.90], [0.09, 0.78, 0.59], [0.82, 0.33, -0.01], [0.05, 0.06, -0.04], [-0.08, 0.04, -0.01], [0.02, 0.10, 0.05], [-0.03, 0.01, 0.07], [-0.07, -0.11, 0.06], [-0.07, 0.03, -0.09], [0.10, -0.02, -0.10], [-0.12, 0.11, -0.08], [0.03, -0.08, -0.03], [0.06, -0.27, -0.11]],
  "charge": -1,
  "e_above_lowest_kj_mol": 150.3,
  "max_force_ha_per_bohr": 0.04537,
  "lumo_energy_ev": 3.3,
  "multiplicity": 1
}